Below is the molecule CH3N5S at a distorted geometry, with properties calculated with the ωB97M-V functional and the def2-TZVPD basis.

Computed properties:
DFT total energy ... -711.762532 Ha
ΔE to the lowest compared entry with this formula, charge and spin ... 107.7 kJ/mol
Total charge ... 0
LUMO energy ... 0.505 eV
HOMO-LUMO gap ... 9.6 eV
SMILES ... [H]/N=c1\[nH]nnn1S
HOMO level ... -0.3348 Ha

Positions of all 10 atoms, in Å:
S (2.34, -0.05, -0.78)
N (-0.14, 1.40, -1.04)
N (0.27, -1.29, 1.21)
N (-1.31, 1.23, -0.77)
N (0.65, 0.27, -0.48)
N (-1.50, -0.11, -0.26)
C (-0.23, -0.52, 0.26)
H (2.73, 1.16, -0.12)
H (-2.28, -0.13, 0.47)
H (-0.54, -1.96, 1.52)

Below is the molecule CH4N2O at a distorted geometry, with properties calculated with the ωB97M-V functional and the def2-TZVPD basis.

Computed properties:
DFT total energy ... -225.051227 Ha
ΔE to the lowest compared entry with this formula, charge and spin ... 632.2 kJ/mol
Total charge ... 0
LUMO energy (alpha / beta) ... -0.093 / 0.319 eV
HOMO-LUMO gap (alpha / beta) ... 7.7 / 9.3 eV
HOMO level (alpha / beta) ... -0.2877 / -0.3284 Ha

Positions of all 8 atoms, in Å:
O (-0.36, -0.02, -0.13)
N (0.81, -0.64, 0.46)
N (1.85, 0.20, 0.02)
C (-1.59, -0.26, 0.03)
H (-1.86, -0.95, 0.72)
H (1.79, 0.11, -1.06)
H (-2.22, 0.45, -0.41)
H (1.58, 1.11, 0.37)

Below is a structure of composition C32H38AuN6OSe at a distorted geometry, with properties calculated with the ωB97M-V functional and the def2-TZVPD basis.

Computed properties:
DFT total energy ... -4182.102091 Ha
ΔE to the lowest compared entry with this formula, charge and spin ... 38.3 kJ/mol
Total charge ... +3
LUMO energy (alpha / beta) ... -10.097 / -11.702 eV
<S²> ... 2.04
HOMO-LUMO gap (alpha / beta) ... 6.4 / 4.9 eV
HOMO level (alpha / beta) ... -0.6047 / -0.6103 Ha
Spin multiplicity ... 3

Positions of all 79 atoms, in Å:
Au (3.04, 0.14, 0.34)
Se (0.07, -0.11, -0.15)
O (4.91, 1.76, 0.12)
N (2.28, 1.00, -1.96)
N (2.54, 0.07, -2.74)
N (-2.35, -0.08, 1.33)
N (-1.57, -2.13, 1.03)
N (2.98, 1.40, 2.00)
N (3.20, -1.42, -1.04)
C (-3.43, -3.35, 2.23)
C (-4.42, -0.71, 2.63)
C (3.61, -3.38, -2.97)
C (-2.72, -2.76, -1.81)
C (-3.25, -0.93, 1.92)
C (1.33, 3.76, -4.14)
C (-1.77, -3.91, -1.51)
C (1.90, 2.07, 4.02)
C (4.07, 2.08, 2.36)
C (-0.66, -3.21, 0.72)
C (-2.64, 1.95, -0.10)
C (4.14, 2.75, 3.58)
C (-2.45, 1.37, 1.31)
C (3.79, -3.65, -1.62)
C (-3.84, 1.40, -0.87)
C (-0.50, -3.50, -0.78)
C (-2.75, -2.25, 1.73)
C (-1.35, -0.81, 0.80)
C (1.22, 4.47, -1.83)
C (1.60, 3.21, -1.42)
C (1.86, 2.21, -2.38)
C (1.71, 2.50, -3.75)
C (-4.59, -3.11, 2.93)
C (3.58, -2.64, -0.70)
C (1.92, 1.40, 2.81)
C (5.26, 2.15, 1.44)
C (-5.19, 1.82, -0.32)
C (3.05, 2.73, 4.43)
C (-5.07, -1.81, 3.13)
C (1.09, 4.75, -3.19)
C (2.98, -1.15, -2.35)
C (3.19, -2.11, -3.34)
H (-3.78, 0.31, -0.93)
H (-1.03, -4.10, 1.22)
H (-3.34, -2.50, -0.96)
H (-0.07, -2.62, -1.28)
H (5.05, 3.26, 3.85)
H (-2.17, -1.87, -2.13)
H (6.05, 1.51, 1.84)
H (1.01, 2.05, 4.63)
H (0.32, -2.96, 1.14)
H (-3.39, -3.04, -2.62)
H (3.78, -4.14, -3.72)
H (3.09, 3.24, 5.38)
H (0.81, 5.74, -3.51)
H (-3.76, 1.78, -1.89)
H (-5.13, -3.95, 3.35)
H (4.11, -4.63, -1.28)
H (5.71, 1.76, -0.42)
H (-1.47, -4.36, -2.46)
H (3.03, -1.85, -4.38)
H (-5.37, 1.42, 0.67)
H (-2.74, 3.03, 0.00)
H (5.63, 3.19, 1.44)
H (1.03, 5.25, -1.11)
H (-1.53, 1.79, 1.74)
H (-5.97, -1.67, 3.72)
H (1.90, 1.72, -4.47)
H (1.71, 2.97, -0.37)
H (-4.81, 0.28, 2.81)
H (-2.31, -4.69, -0.96)
H (-3.28, 1.65, 1.94)
H (0.23, -4.31, -0.86)
H (1.06, 0.85, 2.46)
H (1.23, 3.99, -5.19)
H (-1.73, 1.75, -0.69)
H (-5.98, 1.45, -0.98)
H (-3.07, -4.36, 2.08)
H (3.71, -2.81, 0.36)
H (-5.28, 2.91, -0.28)

Below is a structure of composition C18H25F6GeN2O11P2S2SeTa at a distorted geometry, with properties calculated with the ωB97M-V functional and the def2-TZVPD basis.

Computed properties:
DFT total energy ... -8251.240612 Ha
ΔE to the lowest compared entry with this formula, charge and spin ... 317.7 kJ/mol
Total charge ... +2
LUMO energy ... -7.355 eV
HOMO-LUMO gap ... 6.7 eV
HOMO level ... -0.5159 Ha

Positions of all 69 atoms, in Å:
Ta (-0.16, -0.45, -0.38)
Se (1.27, 1.23, -1.70)
Ge (-0.24, 0.88, -4.73)
S (1.33, -2.81, 0.49)
S (-0.22, -2.81, -1.90)
P (-2.98, 0.80, -0.21)
P (-2.79, -2.06, 0.33)
F (3.90, -2.22, 0.79)
F (0.76, -4.84, -3.24)
F (0.08, -3.20, -4.48)
F (3.03, -1.83, -1.14)
F (1.90, -3.00, -3.33)
F (3.61, -3.83, -0.62)
O (-2.58, 2.20, 0.35)
O (-3.47, -1.60, -1.08)
O (-1.57, -3.18, -2.04)
O (-1.23, -1.92, 0.23)
O (-3.33, -3.28, 0.87)
O (-2.21, -0.11, 2.06)
O (0.09, -1.34, -2.04)
O (-4.22, 1.08, -1.09)
O (1.17, -1.31, 0.55)
O (-1.73, 0.40, -1.03)
O (1.11, -3.46, 1.72)
N (0.70, -3.41, -0.80)
N (2.64, 1.69, 8.71)
C (1.61, 2.68, 5.52)
C (-4.61, -0.44, 1.75)
C (0.16, 0.94, 1.15)
C (1.01, 1.35, 3.61)
C (1.18, 2.60, 4.21)
C (0.68, -3.54, -3.36)
C (0.56, 1.19, 2.28)
C (1.71, 0.27, 5.65)
C (-3.23, -0.44, 1.13)
C (1.87, 1.52, 6.25)
C (-1.91, -0.18, -4.62)
C (3.12, -2.74, -0.12)
C (0.12, 2.02, -3.09)
C (1.40, 2.90, -0.66)
C (1.48, 0.04, -5.18)
C (2.30, 1.61, 7.61)
C (-0.61, 2.25, -6.09)
C (1.28, 0.18, 4.35)
H (-3.75, -2.37, -1.61)
H (0.96, 3.50, 3.65)
H (-2.34, -0.15, -3.63)
H (1.16, -0.79, 3.87)
H (-4.58, 0.39, -1.67)
H (-5.39, -0.58, 1.00)
H (2.03, -0.32, -4.31)
H (2.06, 2.73, 0.18)
H (-3.26, 2.77, 0.74)
H (-2.61, 0.26, -5.33)
H (-0.80, 2.35, -2.60)
H (0.41, 3.18, -0.31)
H (1.92, -0.63, 6.22)
H (2.09, 0.80, -5.68)
H (0.26, 2.89, -6.24)
H (1.82, 3.66, -1.31)
H (-2.38, -0.56, 2.89)
H (-4.80, 0.48, 2.30)
H (-1.76, -1.22, -4.91)
H (1.74, 3.65, 5.99)
H (-0.84, 1.77, -7.04)
H (-4.70, -1.28, 2.44)
H (0.66, 2.88, -3.46)
H (-1.46, 2.88, -5.82)
H (1.35, -0.78, -5.89)